Computed, not measured: C6H10OS in the gas phase at a distorted geometry, with ωB97M-V/def2-TZVPD.

Computed properties:
LUMO: 0.124 eV
SMILES: CC(=S)[C@H](C)[C@@H]1CO1
Kohn-Sham gap: 8.61 eV
Energy relative to the best compared isomer or geometry (same formula, charge and spin): 3.684 eV
HOMO: -8.491 eV
Charge: 0

Last column: Mulliken charge in e.
Atoms and positions in Å:
1 C -1.08181 0.08351 1.95675  -1.411
2 C 0.08909 -0.34354 1.07221  0.317
3 S 1.45971 -0.62935 1.83450  -0.223
4 C -0.20521 -0.61396 -0.35987  0.311
5 C 0.76262 -1.48952 -1.20916  -1.142
6 C -0.36357 0.82153 -0.88606  0.145
7 C 0.77811 1.61195 -0.82344  -0.486
8 O -0.48234 1.91352 -0.05984  -0.451
9 H -0.63515 0.34148 2.99266  0.320
10 H -1.79175 0.91556 1.64254  0.285
11 H -1.81751 -0.62423 2.05853  0.433
12 H -1.30299 -0.99600 -0.30186  0.288
13 H 1.81109 -1.08473 -1.38573  0.243
14 H 0.67853 -2.49615 -0.55584  0.288
15 H 0.41802 -1.73575 -2.22098  0.399
16 H -1.03418 0.70437 -1.88808  0.262
17 H 1.01381 2.46386 -1.54567  0.276
18 H 1.70352 1.15745 -0.32067  0.145